No. 1
DFT (ωB97M-V/def2-TZVPD) results for a structure of composition C6H24BeN12O10S in a non-equilibrium geometry.

Structure (ORCA input):
```
! RIJCOSX wB97M-V def2-TZVPD def2/J DEFGRID3
* xyz 0 1
Be 0.061 -0.468 -0.356
S 1.871 -2.814 -0.423
O 3.276 -3.071 -0.825
O 1.562 -1.952 0.746
O 1.267 -2.059 -1.524
O 1.196 -4.088 -0.132
C -1.035 -0.579 3.061
O -1.204 -0.266 1.881
N 0.210 -0.824 3.557
N -2.031 -0.718 3.922
H 0.295 -1.357 4.405
H 0.892 -0.879 2.811
H -1.737 -0.918 4.862
H -2.978 -0.792 3.598
C -1.600 0.076 -3.418
O -1.489 -0.075 -2.194
N -0.533 0.006 -4.215
N -2.734 0.206 -4.106
H 0.410 0.015 -3.850
H -0.568 -0.003 -5.220
H -3.608 0.157 -3.611
H -2.686 0.578 -5.037
C 2.014 1.877 -2.694
O 1.436 0.935 -2.187
N 3.306 2.209 -2.403
N 1.561 2.589 -3.743
H 3.941 1.722 -1.797
H 3.640 3.033 -2.871
H 0.611 2.448 -4.046
H 1.992 3.475 -3.939
C 2.674 0.780 1.601
O 1.606 1.009 0.995
N 3.121 -0.424 1.948
N 3.485 1.799 1.824
H 3.373 -0.690 2.886
H 2.736 -1.213 1.411
H 4.151 1.608 2.558
H 3.298 2.746 1.551
C -1.792 2.639 0.524
O -1.098 1.806 -0.034
N -3.005 2.370 1.049
N -1.365 3.916 0.668
H -3.646 3.147 1.074
H -3.371 1.465 0.796
H -1.623 4.427 1.502
H -0.356 3.992 0.659
C -1.786 -3.126 0.721
O -1.439 -2.305 -0.120
N -3.018 -3.203 1.262
N -0.927 -3.980 1.293
H -3.356 -4.089 1.594
H -3.680 -2.487 1.017
H 0.049 -4.066 1.005
H -1.371 -4.584 1.961
*
```

Electronic energy = -56208.7430 eV
Lowest unoccupied orbital energy = 0.26 eV
Kohn-Sham gap = 7.2 eV
Relative energy (zero: lowest compared OMol25 entry of this formula, charge and spin) = 138.5 kJ/mol
Highest occupied orbital energy = -6.9 eV

***

No. 2
DFT (ωB97M-V/def2-TZVPD) results for a cluster of 7 separate species, C6H24ClN12O6 in total in a non-equilibrium geometry.

Structure (ORCA input):
```
! RIJCOSX wB97M-V def2-TZVPD def2/J DEFGRID3
* xyz -1 1
Cl 0.304 -0.072 -0.276
C -2.761 -2.796 -1.246
O -3.151 -3.907 -1.547
N -2.910 -1.680 -2.051
N -2.041 -2.543 -0.110
H -2.383 -0.892 -1.709
H -3.249 -1.777 -2.986
H -1.706 -3.384 0.321
H -1.746 -1.620 0.157
C -3.373 0.796 2.902
O -4.369 0.245 3.347
N -2.345 0.072 2.365
N -3.130 2.121 3.134
H -1.473 0.328 1.931
H -2.621 -0.884 2.200
H -3.816 2.619 3.667
H -2.325 2.579 2.750
C -0.483 2.601 -3.220
O -0.685 3.089 -4.323
N -1.261 1.644 -2.628
N 0.641 2.925 -2.491
H -1.934 1.248 -3.258
H -0.705 1.143 -1.936
H 1.001 2.295 -1.797
H 1.094 3.802 -2.659
C 2.575 -2.415 -3.569
O 3.352 -2.391 -4.509
N 1.929 -1.288 -3.143
N 2.321 -3.539 -2.821
H 2.205 -0.415 -3.552
H 1.374 -1.264 -2.303
H 1.788 -3.501 -1.970
H 3.032 -4.247 -2.840
C 1.753 -2.176 2.842
O 2.167 -2.762 3.827
N 2.549 -1.431 2.002
N 0.479 -2.329 2.376
H 3.341 -0.994 2.436
H 2.212 -1.100 1.112
H -0.016 -3.084 2.816
H 0.019 -1.693 1.749
C 2.144 3.749 1.773
O 2.823 4.750 1.600
N 1.296 3.664 2.862
N 2.157 2.666 0.923
H 0.699 2.860 2.938
H 1.578 4.168 3.682
H 1.526 1.970 1.295
H 2.126 2.851 -0.061
*
```

Electronic energy = -49310.0528 eV
Lowest unoccupied orbital energy = 2.17 eV
Kohn-Sham gap = 9.8 eV
Relative energy (zero: lowest compared OMol25 entry of this formula, charge and spin) = 58.4 kJ/mol
Highest occupied orbital energy = -7.6 eV

***

No. 3
DFT (ωB97M-V/def2-TZVPD) results for a cluster of 7 separate species, C6H24FN12O6 in total in a non-equilibrium geometry.

Structure (ORCA input):
```
! RIJCOSX wB97M-V def2-TZVPD def2/J DEFGRID3
* xyz -1 1
F 0.147 -0.032 -0.415
C -1.526 0.745 -3.762
O -2.043 -0.376 -3.827
N -1.488 1.492 -2.636
N -0.895 1.283 -4.832
H -1.566 0.955 -1.791
H -1.176 2.437 -2.742
H -0.663 2.258 -4.872
H -0.873 0.743 -5.678
C -2.238 2.168 0.654
O -3.027 2.724 1.416
N -1.020 2.702 0.322
N -2.428 0.925 0.160
H -0.812 3.572 0.782
H -0.238 2.204 -0.077
H -3.286 0.415 0.102
H -1.543 0.629 -0.233
C -0.671 -0.773 3.912
O -0.683 -0.536 5.129
N -1.227 -1.900 3.404
N -0.496 0.180 2.973
H -1.582 -2.669 3.939
H -1.339 -1.960 2.407
H -0.250 1.065 3.384
H -0.574 0.012 1.985
C 3.514 1.660 1.932
O 3.918 2.182 0.886
N 4.081 1.983 3.125
N 2.392 0.906 1.927
H 3.937 1.461 3.972
H 4.534 2.873 3.211
H 2.005 0.617 2.804
H 2.136 0.785 0.957
C 2.017 -1.320 -2.868
O 2.718 -1.775 -3.791
N 2.521 -0.673 -1.816
N 0.677 -1.397 -2.827
H 1.893 -0.227 -1.156
H 3.421 -0.311 -2.096
H 0.132 -1.757 -3.586
H 0.317 -1.058 -1.941
C -1.133 -3.364 0.262
O -1.373 -4.513 0.622
N -0.029 -2.635 0.577
N -2.056 -2.576 -0.376
H 0.659 -3.017 1.202
H -0.008 -1.659 0.309
H -1.731 -1.702 -0.752
H -3.040 -2.740 -0.281
*
```

Electronic energy = -39503.9217 eV
Lowest unoccupied orbital energy = 2.52 eV
Kohn-Sham gap = 9.1 eV
Relative energy (zero: lowest compared OMol25 entry of this formula, charge and spin) = 178.7 kJ/mol
Highest occupied orbital energy = -6.6 eV

***

No. 4
DFT (ωB97M-V/def2-TZVPD) results for a structure of composition C6H24InN12O6 in a non-equilibrium geometry.

Structure (ORCA input):
```
! RIJCOSX wB97M-V def2-TZVPD def2/J DEFGRID3
* xyz 3 1
In 26.088 28.434 -1.255
C 26.854 21.345 -0.256
O 26.514 22.542 -0.210
N 26.489 20.399 0.614
N 27.831 20.947 -1.056
H 25.655 20.635 1.133
H 26.749 19.435 0.460
H 27.994 19.963 -1.215
H 28.378 21.687 -1.472
C 30.072 28.406 4.487
O 29.470 28.119 3.486
N 31.190 27.966 4.860
N 29.525 29.356 5.198
H 31.593 28.485 5.628
H 31.704 27.416 4.187
H 28.690 29.706 4.752
H 29.929 29.681 6.065
C 27.097 35.314 -0.982
O 26.834 34.235 -0.456
N 26.934 36.479 -0.478
N 27.620 35.414 -2.206
H 26.777 37.257 -1.102
H 26.746 36.506 0.514
H 27.679 36.309 -2.670
H 27.804 34.503 -2.601
C 31.849 25.200 -4.176
O 30.857 25.487 -3.575
N 31.770 24.559 -5.292
N 33.101 25.474 -3.777
H 30.827 24.410 -5.622
H 32.648 24.140 -5.563
H 33.837 25.126 -4.375
H 33.150 26.108 -2.992
C 29.341 30.747 -7.162
O 28.801 30.718 -6.119
N 29.244 29.851 -8.132
N 30.176 31.688 -7.489
H 29.837 29.998 -8.936
H 28.614 29.077 -7.976
H 30.122 32.467 -6.849
H 30.619 31.616 -8.394
C 32.582 31.634 -0.993
O 31.477 31.107 -0.964
N 33.167 32.021 -2.110
N 33.293 31.742 0.054
H 32.724 31.999 -3.018
H 34.034 32.533 -2.183
H 34.165 32.141 -0.263
H 32.951 31.543 0.983
*
```

Electronic energy = -41921.5821 eV
Lowest unoccupied orbital energy = -14.21 eV
Kohn-Sham gap = 1.4 eV
Relative energy (zero: lowest compared OMol25 entry of this formula, charge and spin) = 682.6 kJ/mol
Highest occupied orbital energy = -15.6 eV

***

No. 5
DFT (ωB97M-V/def2-TZVPD) results for a cluster of 6 separate species, C6H24N12O6 in total in a non-equilibrium geometry.

Structure (ORCA input):
```
! RIJCOSX wB97M-V def2-TZVPD def2/J DEFGRID3
* xyz 0 1
N 2.966 3.447 4.630
C 2.746 3.024 5.797
N 1.588 3.365 6.281
O 3.480 2.470 6.502
H 3.842 3.322 4.143
H 2.359 4.162 4.253
H 1.396 2.819 7.109
H 0.949 3.697 5.572
N 2.020 2.227 -7.158
C 0.903 2.680 -6.686
N 0.661 2.349 -5.462
O 0.224 3.502 -7.294
H 2.437 1.439 -6.684
H 2.354 2.563 -8.050
H -0.127 2.801 -5.020
H 1.484 1.993 -4.997
N -6.055 1.160 0.230
C -6.809 0.247 0.658
N -6.414 -0.381 1.743
O -7.974 -0.047 0.176
H -6.384 1.632 -0.600
H -5.506 1.681 0.898
H -5.501 -0.153 2.111
H -7.069 -1.075 2.075
N -0.851 -1.806 6.460
C -1.815 -2.156 5.675
N -2.301 -3.274 6.120
O -2.170 -1.735 4.590
H -0.233 -1.033 6.259
H -0.435 -2.551 7.000
H -3.026 -3.709 5.568
H -2.259 -3.493 7.105
N 3.443 -2.909 -5.466
C 4.344 -3.612 -6.062
N 3.961 -4.021 -7.232
O 5.491 -3.693 -5.814
H 3.586 -2.353 -4.635
H 2.550 -2.950 -5.936
H 4.657 -4.557 -7.730
H 3.035 -3.774 -7.554
N -0.290 -0.279 -0.302
C 0.916 0.028 -0.194
N 1.237 -0.110 0.978
O 1.587 0.180 -1.194
H -0.843 -0.682 0.441
H -0.787 -0.252 -1.181
H 0.454 -0.261 1.598
H 2.182 0.081 1.281
*
```

Electronic energy = -36777.9132 eV
Lowest unoccupied orbital energy = -0.19 eV
Kohn-Sham gap = 9.3 eV
Structure (SMILES) = NC(N)=O.NC(N)=O.NC(N)=O.NC(N)=O.NC(N)=O.NC(N)=O
Relative energy (zero: lowest compared OMol25 entry of this formula, charge and spin) = 662.1 kJ/mol
Highest occupied orbital energy = -9.5 eV

***

No. 6
DFT (ωB97M-V/def2-TZVPD) results for a cluster of 6 separate species, C6H24N12O6 in total in a non-equilibrium geometry.

Structure (ORCA input):
```
! RIJCOSX wB97M-V def2-TZVPD def2/J DEFGRID3
* xyz 0 1
N -9.617 0.706 14.587
C -8.423 1.203 15.031
N -8.504 1.738 16.290
O -7.389 1.155 14.388
H -10.301 0.643 15.263
H -9.629 0.213 13.729
H -9.393 1.977 16.774
H -7.743 2.377 16.438
N -8.792 -0.099 9.757
C -8.448 -0.072 11.110
N -7.190 0.386 11.397
O -9.170 -0.476 11.969
H -8.238 0.149 8.972
H -9.695 -0.505 9.523
H -7.202 0.569 12.458
H -6.741 1.180 10.884
N -9.137 5.340 15.174
C -9.310 6.715 15.386
N -10.280 6.857 16.337
O -8.855 7.633 14.750
H -8.451 4.889 14.593
H -9.812 4.738 15.695
H -10.343 6.228 17.124
H -10.515 7.777 16.625
N -11.620 3.807 19.695
C -11.373 2.949 18.707
N -12.496 2.507 17.995
O -10.263 2.614 18.407
H -10.948 4.149 20.350
H -12.574 4.008 19.911
H -13.222 1.898 18.397
H -12.165 2.333 17.036
N -10.162 6.451 10.796
C -11.141 6.252 11.707
N -11.245 7.104 12.829
O -11.909 5.320 11.509
H -10.357 6.062 9.897
H -9.425 7.104 10.698
H -12.017 6.819 13.417
H -10.407 7.446 13.320
N -13.371 3.815 13.947
C -12.130 3.173 14.145
N -11.499 2.727 13.095
O -11.807 2.849 15.313
H -13.602 4.410 13.184
H -13.948 3.814 14.797
H -10.663 2.202 13.232
H -11.703 3.185 12.210
*
```

Electronic energy = -36783.6522 eV
Lowest unoccupied orbital energy = 0.52 eV
Kohn-Sham gap = 10.0 eV
Structure (SMILES) = NC(N)=O.NC(N)=O.NC(N)=O.NC(N)=O.NC(N)=O.NC(N)=O
Relative energy (zero: lowest compared OMol25 entry of this formula, charge and spin) = 108.4 kJ/mol
Highest occupied orbital energy = -9.5 eV

***

No. 7
DFT (ωB97M-V/def2-TZVPD) results for a cluster of 6 separate species, C6H24N12O6 in total in a non-equilibrium geometry.

Structure (ORCA input):
```
! RIJCOSX wB97M-V def2-TZVPD def2/J DEFGRID3
* xyz 0 1
N -0.214 2.525 -6.865
C -0.021 3.095 -5.715
N 1.170 3.627 -5.652
O -0.867 3.136 -4.803
H 0.506 2.773 -7.529
H -1.136 2.163 -7.061
H 1.165 4.332 -4.929
H 1.812 3.755 -6.421
N -3.361 -4.771 2.146
C -3.684 -5.995 1.749
N -4.856 -6.374 2.112
O -3.043 -6.514 0.897
H -3.820 -4.377 2.955
H -2.629 -4.290 1.644
H -5.246 -7.114 1.545
H -5.454 -5.735 2.615
N 1.147 1.273 6.580
C 0.868 0.001 6.816
N 1.141 -0.244 8.097
O 0.459 -0.685 5.938
H 0.977 1.992 7.268
H 1.121 1.445 5.585
H 1.192 -1.208 8.394
H 1.669 0.411 8.655
N 5.224 3.806 -1.741
C 5.881 2.848 -1.112
N 7.045 3.345 -0.614
O 5.476 1.722 -1.006
H 5.664 4.710 -1.833
H 4.314 3.541 -2.089
H 7.731 2.819 -0.092
H 7.177 4.328 -0.805
N 1.033 0.051 -0.910
C 0.654 -0.265 0.284
N 1.727 -0.321 1.093
O -0.455 -0.285 0.635
H 1.968 0.272 -1.221
H 0.230 0.118 -1.519
H 2.602 -0.131 0.626
H 1.598 -0.220 2.090
N -4.001 -0.329 -2.030
C -4.831 -1.250 -2.423
N -4.868 -2.173 -1.583
O -5.415 -1.209 -3.508
H -3.532 -0.481 -1.149
H -3.597 0.365 -2.642
H -4.874 -1.702 -0.690
H -5.651 -2.778 -1.784
*
```

Electronic energy = -36779.7183 eV
Lowest unoccupied orbital energy = 0.26 eV
Kohn-Sham gap = 9.4 eV
Structure (SMILES) = NC(N)=O.NC(N)=O.NC(N)=O.NC(N)=O.NC(N)=O.NC(N)=O
Relative energy (zero: lowest compared OMol25 entry of this formula, charge and spin) = 487.9 kJ/mol
Highest occupied orbital energy = -9.2 eV

***

No. 8
DFT (ωB97M-V/def2-TZVPD) results for a cluster of 7 separate species, C6H24N13O9 in total in a non-equilibrium geometry.

Structure (ORCA input):
```
! RIJCOSX wB97M-V def2-TZVPD def2/J DEFGRID3
* xyz -1 1
N -42.881 -10.928 3.648
O -42.962 -11.060 2.427
O -43.567 -11.636 4.426
O -42.080 -10.222 4.204
C -41.090 -13.120 6.350
O -40.299 -13.846 6.951
N -41.686 -13.584 5.272
N -41.509 -11.942 6.754
H -41.311 -14.177 4.545
H -42.533 -13.093 5.025
H -42.022 -11.560 5.972
H -40.910 -11.282 7.228
C -42.281 -9.955 -2.017
O -41.710 -9.879 -3.061
N -42.178 -10.924 -1.215
N -43.063 -9.001 -1.672
H -42.439 -10.855 -0.242
H -41.365 -11.471 -1.461
H -43.264 -8.140 -2.160
H -43.488 -9.054 -0.757
C -44.877 -14.553 5.993
O -44.799 -15.683 6.487
N -44.587 -14.228 4.762
N -45.307 -13.527 6.600
H -44.624 -13.225 4.650
H -44.120 -14.983 4.282
H -45.256 -12.621 6.157
H -45.649 -13.495 7.550
C -44.257 -14.294 0.010
O -44.560 -14.875 1.048
N -43.689 -13.116 -0.166
N -44.037 -14.863 -1.152
H -43.233 -12.802 0.678
H -43.377 -12.793 -1.071
H -44.549 -15.719 -1.310
H -43.655 -14.395 -1.962
C -39.988 -7.197 2.034
O -40.438 -6.161 2.377
N -40.607 -8.337 2.169
N -38.837 -7.373 1.443
H -40.052 -9.077 1.762
H -41.400 -8.451 2.783
H -38.203 -6.589 1.491
H -38.524 -8.326 1.324
C -37.735 -10.054 5.269
O -37.531 -10.701 4.304
N -38.863 -9.623 5.644
N -36.882 -9.950 6.295
H -38.835 -8.912 6.361
H -39.654 -9.923 5.092
H -35.993 -10.407 6.155
H -36.938 -9.171 6.936
*
```

Electronic energy = -44411.2656 eV
Lowest unoccupied orbital energy = 2.32 eV
Kohn-Sham gap = 8.6 eV
Relative energy (zero: lowest compared OMol25 entry of this formula, charge and spin) = 452.1 kJ/mol
Highest occupied orbital energy = -6.3 eV

***

No. 9
DFT (ωB97M-V/def2-TZVPD) results for a cluster of 6 separate species, C6H25NO6 in total in a non-equilibrium geometry.

Structure (ORCA input):
```
! RIJCOSX wB97M-V def2-TZVPD def2/J DEFGRID3
* xyz 0 1
C 3.211 0.482 -0.157
N 1.754 0.589 -0.431
C 1.425 0.515 -1.842
C -0.067 0.281 -2.169
C -1.002 -0.231 -1.049
C -1.285 -1.742 -1.082
C -2.215 -2.211 -2.218
O -2.999 -1.154 -2.811
H 3.765 0.692 -1.061
H 3.404 1.203 0.633
H 3.457 -0.503 0.238
H 1.268 -0.077 0.148
H 2.023 -0.269 -2.331
H 1.779 1.436 -2.313
H -0.538 1.201 -2.519
H -0.056 -0.371 -3.040
H -1.942 0.267 -1.260
H -0.680 0.034 -0.052
H -0.328 -2.275 -1.072
H -1.730 -1.995 -0.126
H -2.997 -2.786 -1.726
H -1.664 -2.659 -3.046
H -2.530 -0.681 -3.500
O -1.275 -1.654 3.479
H -1.851 -0.871 3.322
H -0.879 -1.501 4.343
O 0.031 2.106 2.179
H 0.079 3.061 2.126
H 0.656 1.583 1.668
O -2.125 0.865 3.079
H -1.294 1.394 2.978
H -2.926 1.214 2.697
O 1.206 -1.881 2.259
H 0.254 -1.909 2.506
H 1.703 -2.054 3.075
O 1.332 3.495 0.016
H 1.395 3.843 -0.889
H 1.638 2.562 -0.050
*
```

Electronic energy = -20402.1132 eV
Lowest unoccupied orbital energy = 0.60 eV
Kohn-Sham gap = 9.8 eV
Structure (SMILES) = CNCCCCCO.O.O.O.O.O
Relative energy (zero: lowest compared OMol25 entry of this formula, charge and spin) = 158.7 kJ/mol
Highest occupied orbital energy = -9.2 eV

***

No. 10
DFT (ωB97M-V/def2-TZVPD) results for a cluster of 6 separate species, C6H25NO6 in total in a non-equilibrium geometry.

Structure (ORCA input):
```
! RIJCOSX wB97M-V def2-TZVPD def2/J DEFGRID3
* xyz 1 2
C -0.941 1.919 0.901
C -1.052 0.834 1.972
O -0.258 1.390 3.055
C -1.319 1.344 -0.410
N -0.289 0.941 -1.358
C 1.973 1.304 -1.906
C 0.544 2.127 -1.838
C 0.125 2.827 -3.047
H 0.087 2.260 0.746
H -1.591 2.826 1.083
H -0.853 -0.186 1.719
H -2.104 0.872 2.602
H -0.193 0.594 3.722
H -1.806 0.371 -0.245
H -2.182 1.866 -1.059
H -0.628 0.240 -2.079
H 2.397 1.076 -0.880
H 2.014 0.446 -2.547
H 2.756 2.065 -2.197
H 0.647 2.647 -0.788
H -0.964 3.170 -2.951
H -0.166 2.021 -3.778
H 0.897 3.507 -3.317
H 0.522 -0.453 -0.187
H 1.164 -0.738 1.295
O 0.741 -1.206 0.485
H -3.686 -2.410 0.588
H -2.655 -2.189 -0.565
O -2.991 -1.798 0.313
H -0.128 -4.780 -0.153
H -1.048 -3.562 0.382
O -0.904 -4.234 -0.354
H 2.893 -2.325 0.297
H 1.796 -3.203 0.649
O 2.706 -3.253 0.533
H 1.410 -2.476 2.419
H 1.244 -1.783 3.776
O 1.841 -2.047 3.125
*
```

Electronic energy = -20390.7209 eV
Lowest unoccupied orbital energy (spin up / spin down) = -3.24 / -8.10 eV
Kohn-Sham gap (spin up / spin down) = 10.2 / 5.4 eV
Relative energy (zero: lowest compared OMol25 entry of this formula, charge and spin) = 281.2 kJ/mol
⟨S²⟩ = 0.76
Highest occupied orbital energy (spin up / spin down) = -13.5 / -13.5 eV